No. 1
ORCA calculation (ωB97M-V with the def2-TZVPD basis set) on a cluster of 3 separate species, C4H12NO2 in total at a distorted geometry.

The geometry in XYZ format:
```
19
Properties=species:S:1:pos:R:3
C -1.26 -3.19 -1.13
C -0.66 -1.89 -0.75
C -0.52 -0.84 -1.55
N -0.01 0.36 -1.00
C 0.18 1.40 -1.71
H -1.30 -3.30 -2.21
H -2.23 -3.35 -0.68
H -0.61 -3.98 -0.77
H -0.50 -1.71 0.31
H -0.81 -0.79 -2.59
H 0.37 0.38 -0.01
H 0.55 2.32 -1.27
H -0.07 1.38 -2.76
H 0.49 3.11 3.75
H 1.95 2.99 3.25
O 1.04 2.78 3.03
H 0.73 1.40 2.04
H 1.01 -0.12 2.21
O 0.66 0.53 1.58
```

Results
Net charge = +1
Energy relative to the best compared isomer or geometry (same formula, charge and spin) = 136.4 kJ/mol
Spin multiplicity = 1
Highest occupied orbital energy = -13.9 eV

***

No. 2
ORCA calculation (ωB97M-V with the def2-TZVPD basis set) on a cluster of 2 separate species, C4H12NO2 in total.

The geometry in XYZ format:
```
19
Properties=species:S:1:pos:R:3
O 1.65 1.79 2.73
C 0.84 1.48 1.91
O 1.12 0.61 0.91
C -0.57 2.01 1.88
H 2.05 0.39 1.01
H -1.19 1.51 1.14
H -0.50 3.07 1.68
H -1.02 1.88 2.86
C -1.28 -0.68 -1.62
N -0.46 -1.93 -1.87
C -0.86 -2.67 -3.10
H -1.06 -0.39 -0.60
H -1.00 0.07 -2.35
H -2.33 -0.94 -1.71
H -0.57 -2.54 -1.07
H 0.52 -1.67 -1.96
H -1.75 -3.26 -2.89
H -0.07 -3.35 -3.41
H -1.12 -1.96 -3.88
```

Results
Net charge = +1
Energy relative to the best compared isomer or geometry (same formula, charge and spin) = 87.2 kJ/mol
Spin multiplicity = 1
Highest occupied orbital energy = -13.3 eV

***

No. 3
ORCA calculation (ωB97M-V with the def2-TZVPD basis set) on a cluster of 2 separate species, C4H12NO2 in total at a distorted geometry.

The geometry in XYZ format:
```
19
Properties=species:S:1:pos:R:3
C -0.65 0.42 0.63
C 0.44 0.25 -0.49
C 1.64 -0.57 0.06
C 1.38 -2.03 -0.11
O 0.92 -2.68 0.82
N -1.20 -0.91 1.02
H -0.10 0.94 1.43
H -1.41 1.05 0.20
H -0.05 -0.22 -1.39
H 0.65 1.25 -0.83
H 2.49 -0.34 -0.60
H 1.72 -0.36 1.11
H 1.45 -2.64 -1.02
H -0.56 -1.31 1.72
H -1.20 -1.64 0.31
H -2.10 -0.93 1.51
H -0.44 3.31 -1.93
H -1.94 3.38 -1.20
O -1.05 3.03 -1.26
```

Results
Net charge = +1
Energy relative to the best compared isomer or geometry (same formula, charge and spin) = 176.1 kJ/mol
Spin multiplicity = 1
Highest occupied orbital energy = -14.1 eV

***

No. 4
ORCA calculation (ωB97M-V with the def2-TZVPD basis set) on a cluster of 2 separate species, C4H12NO2 in total at a distorted geometry.

The geometry in XYZ format:
```
19
Properties=species:S:1:pos:R:3
C 0.28 0.20 -1.31
C 0.05 -0.08 0.18
C 1.08 0.69 0.98
C 0.76 2.16 0.91
O 0.24 2.54 -0.10
N 0.17 -1.64 0.34
H -0.64 0.28 -1.83
H 0.91 -0.51 -1.92
H 1.00 1.17 -1.42
H -1.00 0.30 0.45
H 2.09 0.32 0.55
H 1.19 0.35 2.03
H 1.10 2.68 1.87
H -0.63 -2.13 -0.11
H 0.25 -2.00 1.24
H 0.89 -1.88 -0.30
H -2.21 -2.75 -1.55
H -2.84 -1.95 -0.28
O -2.02 -2.57 -0.60
```

Results
Net charge = +1
Energy relative to the best compared isomer or geometry (same formula, charge and spin) = 258.6 kJ/mol
Spin multiplicity = 1
Highest occupied orbital energy = -13.7 eV

***

No. 5
ORCA calculation (ωB97M-V with the def2-TZVPD basis set) on a structure of composition C4H12NO2S at a distorted geometry.

The geometry in XYZ format:
```
20
Properties=species:S:1:pos:R:3
C -0.04 -0.27 -1.99
N -0.84 -0.08 -0.74
C -0.09 -0.77 0.36
C 0.38 0.26 1.34
S 1.91 1.13 0.89
C -1.09 -1.68 1.11
O -2.05 -2.56 -0.41
H -0.46 0.32 -2.76
H 0.91 0.27 -1.77
H -0.06 -1.32 -2.34
H -1.48 -0.97 -0.91
H 0.67 -1.46 0.02
H 0.44 -0.29 2.31
H -0.40 1.04 1.49
H -1.85 -2.48 0.61
H -0.60 -2.46 1.68
H -1.83 -1.03 1.61
H 0.84 2.29 -0.45
H -0.53 1.99 -0.82
O 0.11 2.70 -1.02
```

Results
Net charge = -1
Energy relative to the best compared isomer or geometry (same formula, charge and spin) = 475.3 kJ/mol
Spin multiplicity = 1
Highest occupied orbital energy = -3.2 eV

***

No. 6
ORCA calculation (ωB97M-V with the def2-TZVPD basis set) on a cluster of 3 separate species, C4H12NO2S in total at a distorted geometry.

The geometry in XYZ format:
```
20
Properties=species:S:1:pos:R:3
O 0.86 -2.04 -1.65
C 0.35 -0.74 -1.97
C 0.12 0.06 -0.77
C -0.96 -0.36 0.18
C -2.09 0.69 0.41
S -1.88 1.88 1.76
N 1.23 0.62 -0.21
H -0.52 -1.02 -2.57
H 1.13 -0.39 -2.65
H -0.56 -0.64 1.16
H -1.35 -1.29 -0.23
H -2.12 1.37 -0.45
H -3.07 0.21 0.48
H -0.46 2.47 0.62
H 0.89 0.95 0.70
H 0.82 -2.84 -2.18
H 1.44 1.47 -0.75
H 2.56 -1.45 0.48
H 3.71 -2.39 0.86
O 3.52 -1.54 0.45
```

Results
Net charge = +1
Energy relative to the best compared isomer or geometry (same formula, charge and spin) = 565.8 kJ/mol
Spin multiplicity = 1
Highest occupied orbital energy = -13.5 eV

***

No. 7
ORCA calculation (ωB97M-V with the def2-TZVPD basis set) on a cluster of 3 separate species, C4H12NO3 in total at a distorted geometry.

The geometry in XYZ format:
```
20
Properties=species:S:1:pos:R:3
C -0.67 1.30 1.51
O -3.17 0.80 0.12
C -0.01 0.18 0.80
C -0.41 0.22 -0.66
C -0.81 -1.08 -1.33
O 0.22 -2.11 -1.34
N 1.46 0.17 1.12
H -0.29 2.34 1.36
H -1.71 1.29 1.18
H -0.75 1.28 2.65
H -0.49 -0.74 1.23
H 0.17 1.12 -1.16
H -1.44 0.71 -0.49
H -1.11 -0.93 -2.43
H -1.53 -1.57 -0.72
H 2.04 -0.27 0.36
H 1.70 1.02 1.58
H 3.15 -1.29 -1.31
H 1.24 -1.64 -1.31
O 2.40 -0.80 -1.17
```

Results
Net charge = -1
Energy relative to the best compared isomer or geometry (same formula, charge and spin) = 743.3 kJ/mol
Spin multiplicity = 1
Highest occupied orbital energy = -4.5 eV

***

No. 8
ORCA calculation (ωB97M-V with the def2-TZVPD basis set) on the ion C4H12NO3 with charge +1 at a distorted geometry.

The geometry in XYZ format:
```
20
Properties=species:S:1:pos:R:3
C 2.36 -0.77 0.56
N 0.89 -0.58 0.65
C 0.35 0.41 -0.41
O 0.99 0.25 -1.60
O 0.58 1.69 0.09
C -1.43 -0.04 -0.50
C -2.17 0.54 0.74
O -1.42 -1.48 -0.38
H 2.67 0.18 1.04
H 2.57 -1.58 1.08
H 2.57 -0.97 -0.42
H 0.54 -0.03 1.51
H 0.43 -1.53 0.41
H 0.79 0.75 -2.39
H 0.56 2.21 -0.70
H -1.74 0.45 -1.34
H -1.61 0.34 1.55
H -3.26 0.19 0.68
H -2.14 1.69 0.73
H -1.55 -1.72 -1.29
```

Results
Net charge = +1
SMILES = C[NH2+]C(O)(O)[C@H](C)O
Energy relative to the best compared isomer or geometry (same formula, charge and spin) = 314.9 kJ/mol
Spin multiplicity = 1
Highest occupied orbital energy = -14.1 eV

***

No. 9
ORCA calculation (ωB97M-V with the def2-TZVPD basis set) on a cluster of 2 separate species, C4H12NO3 in total at a distorted geometry.

The geometry in XYZ format:
```
20
Properties=species:S:1:pos:R:3
O -1.21 -0.82 2.61
C -1.05 -0.02 1.78
C 0.04 -0.52 0.64
C 0.98 0.60 0.00
C 0.06 1.48 -0.93
O 1.75 -0.20 -0.87
N 1.08 -1.41 1.28
H -1.64 0.96 1.67
H -0.76 -0.96 -0.02
H 1.62 1.00 0.77
H 0.51 2.38 -1.23
H -0.32 0.91 -1.79
H -0.91 1.85 -0.36
H 2.56 0.26 -1.32
H 0.72 -1.92 2.13
H 1.86 -0.80 1.54
H 1.54 -2.04 0.60
H -1.76 0.06 -2.60
H -3.01 -0.50 -2.09
O -2.07 -0.31 -1.81
```

Results
Net charge = +1
Energy relative to the best compared isomer or geometry (same formula, charge and spin) = 266.6 kJ/mol
Spin multiplicity = 1
Highest occupied orbital energy = -14.3 eV

***

No. 10
ORCA calculation (ωB97M-V with the def2-TZVPD basis set) on a cluster of 2 separate species, C4H12NO3 in total at a distorted geometry.

The geometry in XYZ format:
```
20
Properties=species:S:1:pos:R:3
C 0.99 -0.99 -1.10
O 2.13 -0.26 -1.51
C -0.17 -0.05 -0.80
C -1.37 -0.82 -0.28
C -2.70 -0.16 -0.43
O -2.83 0.79 -1.18
N 0.36 0.90 0.31
H 1.27 -1.59 -0.24
H 0.66 -1.63 -1.93
H 2.00 0.18 -2.35
H -0.44 0.66 -1.57
H -1.22 -1.10 0.77
H -1.46 -1.82 -0.73
H -3.57 -0.43 0.18
H -0.44 1.27 0.84
H 1.03 0.61 1.05
H 0.79 1.68 -0.19
H 1.87 0.20 3.40
H 1.75 1.71 2.87
O 1.34 0.84 2.89
```

Results
Net charge = +1
Energy relative to the best compared isomer or geometry (same formula, charge and spin) = 137.1 kJ/mol
Spin multiplicity = 1
Highest occupied orbital energy = -13.9 eV

***

No. 11
ORCA calculation (ωB97M-V with the def2-TZVPD basis set) on a cluster of 2 separate species, C4H12NO3 in total at a distorted geometry.

The geometry in XYZ format:
```
20
Properties=species:S:1:pos:R:3
C -0.05 0.16 1.20
C -0.22 -0.99 0.20
C 0.30 -0.83 -1.28
C 1.81 -0.70 -1.38
O 2.25 -1.50 -2.34
O 2.44 0.08 -0.71
N 0.69 1.40 0.73
H -0.96 0.44 1.71
H 0.56 -0.27 2.01
H -1.27 -1.25 -0.04
H 0.12 -1.88 0.76
H -0.30 0.04 -1.57
H -0.06 -1.65 -1.90
H 3.18 -1.47 -2.61
H 1.16 1.30 -0.18
H 0.17 2.27 0.81
H 1.48 1.39 1.37
H -4.33 0.84 0.55
H -3.33 1.73 1.50
O -3.63 0.87 1.18
```

Results
Net charge = +1
Energy relative to the best compared isomer or geometry (same formula, charge and spin) = 92.7 kJ/mol
Spin multiplicity = 1
Highest occupied orbital energy = -14.8 eV

***

No. 12
ORCA calculation (ωB97M-V with the def2-TZVPD basis set) on a cluster of 2 separate species, C4H12NO3 in total at a distorted geometry.

The geometry in XYZ format:
```
20
Properties=species:S:1:pos:R:3
O -2.28 -0.25 1.80
C -1.71 0.71 1.41
C -0.27 0.64 0.95
C -0.03 1.39 -0.34
C 1.36 1.38 -0.90
O 2.11 0.42 -0.23
N 0.14 -1.02 0.61
H -2.03 1.76 1.22
H 0.53 0.86 1.71
H -0.44 2.46 -0.23
H -0.45 1.09 -1.31
H 1.79 2.35 -0.76
H 1.28 1.15 -2.02
H 2.80 -0.10 -0.69
H -0.67 -1.67 0.51
H 0.51 -1.14 -0.39
H 0.81 -1.14 1.28
H 0.66 -2.59 -2.90
H -0.33 -3.27 -2.14
O -0.02 -2.34 -2.22
```

Results
Net charge = +1
Energy relative to the best compared isomer or geometry (same formula, charge and spin) = 299.3 kJ/mol
Spin multiplicity = 1
Highest occupied orbital energy = -14.3 eV

***

No. 13
ORCA calculation (ωB97M-V with the def2-TZVPD basis set) on a cluster of 2 separate species, C4H12NO3P in total at a distorted geometry.

The geometry in XYZ format:
```
21
Properties=species:S:1:pos:R:3
C -0.15 1.61 -0.83
C 2.23 0.92 -0.28
C -2.77 -1.20 0.49
C 0.80 0.46 -0.55
N 0.74 -0.53 -1.56
O 1.28 -1.39 1.47
O -0.18 0.54 2.27
O -1.53 -1.73 0.29
P 0.23 -0.25 1.11
H -0.01 1.97 -1.85
H 0.02 2.42 -0.13
H -1.18 1.27 -0.72
H 2.88 0.06 -0.14
H 2.59 1.50 -1.13
H 2.26 1.54 0.61
H -3.50 -2.02 0.46
H -3.05 -0.47 -0.28
H -2.87 -0.71 1.47
H 1.04 -1.77 2.32
H 1.36 -1.31 -1.36
H -0.20 -0.89 -1.65
```

Results
Energy relative to the best compared isomer or geometry (same formula, charge and spin) = 120.8 kJ/mol
Spin multiplicity = 1
Highest occupied orbital energy (spin up / spin down) = -9.0 / -9.0 eV

***

No. 14
ORCA calculation (ωB97M-V with the def2-TZVPD basis set) on a cluster of 2 separate species, C4H12NO3PS in total at a distorted geometry.

The geometry in XYZ format:
```
22
Properties=species:S:1:pos:R:3
C 1.45 0.22 -1.72
C 1.47 -1.94 -0.58
C -3.31 1.13 -0.03
C 2.15 -0.06 0.55
N 1.87 -0.58 -0.57
O -0.84 -0.26 2.47
O -0.69 -0.57 -0.05
O -2.69 0.58 1.17
P -1.04 0.44 1.02
S 0.00 2.15 1.01
H 0.33 0.51 -1.54
H 2.01 1.20 -1.64
H 1.70 -0.24 -2.61
H 2.03 -2.34 0.19
H 0.37 -1.82 -0.44
H 1.66 -2.57 -1.45
H -3.10 2.22 -0.16
H -4.36 0.98 -0.03
H -2.87 0.48 -0.73
H 2.28 0.97 0.61
H 2.24 -0.87 1.38
H -0.65 0.36 3.16
```

Results
Energy relative to the best compared isomer or geometry (same formula, charge and spin) = 64.9 kJ/mol
Spin multiplicity = 1
Highest occupied orbital energy = -8.2 eV

***

No. 15
ORCA calculation (ωB97M-V with the def2-TZVPD basis set) on a cluster of 2 separate species, C4H12NOS in total at a distorted geometry.

The geometry in XYZ format:
```
19
Properties=species:S:1:pos:R:3
C -1.32 1.83 -0.56
S 0.37 2.20 -1.00
C 0.78 0.61 -1.65
H -1.28 0.77 -0.10
H -2.02 1.87 -1.41
H -1.60 2.63 0.17
H 1.86 0.55 -1.87
H 0.45 -0.14 -0.92
H 0.22 0.46 -2.60
C 1.42 -1.59 1.62
N 0.22 -2.41 1.62
C -0.97 -1.67 1.14
O -0.90 -1.11 -0.10
H 1.93 -1.54 0.62
H 2.12 -2.09 2.30
H 1.16 -0.57 2.00
H 0.41 -3.18 0.94
H -1.11 -0.88 1.91
H -1.79 -2.42 1.17
```

Results
Net charge = -1
Energy relative to the best compared isomer or geometry (same formula, charge and spin) = 174.2 kJ/mol
Spin multiplicity = 1
Highest occupied orbital energy = -3.1 eV

***

No. 16
ORCA calculation (ωB97M-V with the def2-TZVPD basis set) on a cluster of 2 separate species, C4H12NOS in total at a distorted geometry.

The geometry in XYZ format:
```
19
Properties=species:S:1:pos:R:3
C -1.04 -1.60 -0.57
N -0.67 -0.17 -0.14
C 0.84 0.02 -0.05
C 1.20 1.08 1.11
S 3.11 1.11 0.96
C 1.42 0.52 -1.43
H -0.16 -2.19 -0.03
H -2.00 -1.92 -0.12
H -1.08 -1.62 -1.70
H -1.03 0.44 -0.84
H 1.41 -1.06 0.15
H 0.70 2.01 0.93
H 0.65 0.76 2.01
H 1.05 -0.17 -2.15
H 2.44 0.61 -1.44
H 1.16 1.54 -1.65
H -3.11 0.28 2.31
H -1.96 0.04 1.31
O -2.94 0.33 1.34
```

Results
Net charge = -1
Energy relative to the best compared isomer or geometry (same formula, charge and spin) = 194.1 kJ/mol
Spin multiplicity = 1
Highest occupied orbital energy = -2.5 eV

***

No. 17
ORCA calculation (ωB97M-V with the def2-TZVPD basis set) on a cluster of 2 separate species, C4H12NOS in total at a distorted geometry.

The geometry in XYZ format:
```
19
Properties=species:S:1:pos:R:3
C -1.64 -0.21 -0.55
N -0.86 -0.37 0.67
C 0.62 -0.59 0.33
C 1.48 -0.31 1.52
S 3.28 -0.35 1.14
C -2.83 0.73 -0.32
H -1.04 0.21 -1.35
H -1.96 -1.22 -0.83
H -0.82 0.12 1.54
H 0.84 0.04 -0.54
H 0.68 -1.63 0.01
H 1.21 -0.96 2.36
H 1.19 0.67 1.95
H -2.49 1.70 -0.02
H -3.35 0.82 -1.27
H -3.51 0.25 0.39
H 3.33 0.01 -1.04
H 2.61 0.91 -1.96
O 3.23 0.17 -2.02
```

Results
Net charge = -1
Energy relative to the best compared isomer or geometry (same formula, charge and spin) = 81.5 kJ/mol
Spin multiplicity = 1
Highest occupied orbital energy = -2.8 eV

***

No. 18
ORCA calculation (ωB97M-V with the def2-TZVPD basis set) on a cluster of 2 separate species, C4H12NOS in total.

The geometry in XYZ format:
```
19
Properties=species:S:1:pos:R:3
C 2.19 0.11 -1.07
N 1.42 -0.59 -0.05
C 0.09 -0.07 0.24
C -0.79 -1.23 0.76
S -2.51 -0.85 1.24
C 0.08 1.12 1.20
H 3.15 -0.38 -1.20
H 2.34 1.19 -0.86
H 1.64 0.06 -2.01
H 1.95 -0.58 0.82
H -0.35 0.31 -0.69
H -0.25 -1.62 1.63
H -0.73 -2.00 0.00
H -0.95 1.45 1.27
H 0.43 0.79 2.18
H 0.68 1.94 0.80
H -2.95 0.48 -0.77
H -2.51 -0.50 -1.75
O -2.94 0.37 -1.74
```

Results
Net charge = -1
Energy relative to the best compared isomer or geometry (same formula, charge and spin) = 26.6 kJ/mol
Spin multiplicity = 1
Highest occupied orbital energy = -2.7 eV

***

No. 19
ORCA calculation (ωB97M-V with the def2-TZVPD basis set) on a cluster of 2 separate species, C4H12NOS in total.

The geometry in XYZ format:
```
19
Properties=species:S:1:pos:R:3
C -0.70 -0.16 -2.28
C 0.67 -0.39 -1.67
C 0.62 -1.49 -0.63
S 2.11 -1.64 0.39
H -0.67 0.67 -2.99
H -1.38 0.08 -1.47
H -1.07 -1.02 -2.84
H 1.44 -0.62 -2.42
H 0.98 0.53 -1.17
H 0.47 -2.46 -1.10
H -0.21 -1.28 0.05
H 1.78 -0.63 1.23
N 0.27 1.50 2.43
C -1.03 0.83 2.06
O -1.03 0.46 0.78
H 0.62 1.81 1.53
H 0.15 2.29 3.04
H -1.13 -0.02 2.77
H -1.86 1.54 2.30
```

Results
Net charge = -1
Energy relative to the best compared isomer or geometry (same formula, charge and spin) = 119.2 kJ/mol
Spin multiplicity = 1
Highest occupied orbital energy = -2.9 eV

***

No. 20
ORCA calculation (ωB97M-V with the def2-TZVPD basis set) on a cluster of 2 separate species, C4H12NOS in total at a distorted geometry.

The geometry in XYZ format:
```
19
Properties=species:S:1:pos:R:3
C -0.09 -0.86 -1.24
N -0.52 -0.22 0.03
C 0.40 0.91 0.41
C 0.15 1.46 1.82
S 1.72 1.78 2.72
C 1.26 -1.64 -1.26
H -0.95 -1.33 -1.68
H 0.08 -0.07 -2.00
H -0.28 -0.87 0.77
H 0.48 1.60 -0.45
H 1.43 0.54 0.50
H -0.36 0.72 2.47
H -0.51 2.29 1.69
H 1.95 -0.95 -0.73
H 1.42 -2.51 -0.57
H 1.63 -1.84 -2.27
H -2.45 -0.17 0.47
H -2.32 0.86 -0.52
O -3.05 0.31 -0.14
```

Results
Net charge = -2
Energy relative to the best compared isomer or geometry (same formula, charge and spin) = 95.7 kJ/mol
Spin multiplicity = 2
Highest occupied orbital energy (spin up / spin down) = 3.8 / -0.2 eV